(1)
The following is a DFT calculation (ωB97M-V/def2-TZVPD) of a 2-piece molecular cluster, HN2O2S overall at a distorted geometry.

The geometry in ORCA input format:
```
! RIJCOSX wB97M-V def2-TZVPD def2/J DEFGRID3
* xyz 1 1
N 2.07641 -0.47807 0.11420
N 3.14143 -0.72770 0.29129
O -2.07803 0.18752 -0.07696
O 0.95055 -0.27303 -0.01138
S -1.52582 1.42725 0.53614
H -2.56455 -0.13596 -0.85330
*
```

Summary:
Maximum force ... 4.06 eV Å⁻¹
E_LUMO (alpha / beta) ... -9.162 / -9.132 eV
Energy above the lowest of the compared OMol25 structures with the same formula, charge and spin ... 102.01 kcal per mole

***

(2)
The following is a DFT calculation (ωB97M-V/def2-TZVPD) of one molecule with the formula HN2OP at a distorted geometry.

The geometry in ORCA input format:
```
! RIJCOSX wB97M-V def2-TZVPD def2/J DEFGRID3
* xyz 0 1
H 2.17782 0.19229 0.34735
P 1.31191 -0.85377 -0.09738
N 0.06834 0.03838 0.04498
N -1.30630 0.18902 -0.49157
O -2.25177 0.43409 0.19662
*
```

Summary:
Maximum force ... 4.53 eV Å⁻¹
E_LUMO ... -1.115 eV
Energy above the lowest of the compared OMol25 structures with the same formula, charge and spin ... 97.19 kcal per mole
SMILES ... [H]/P=N/N=O